Record 1
This record from the OMol25 dataset describes the ion C6H10IN2O with charge +1. The level of theory is the ωB97M-V functional and the def2-TZVPD basis.

Summary:
spin multiplicity: 1
ΔE to the lowest compared entry with this formula, charge and spin: 481.6 kJ/mol
net charge: +1
HOMO energy (alpha / beta): -0.452 / -0.452 Eh

Element x y z (Å)
1 C -0.638 -0.274 0.631
2 C -1.113 -1.416 -0.012
3 C 1.067 -1.708 -0.805
4 C -2.529 -1.845 -0.055
5 C 1.561 2.625 -0.545
6 C 1.013 2.192 0.808
7 N 0.659 -0.181 0.803
8 N -0.157 -2.163 -0.627
9 O 1.395 0.829 1.088
10 I 2.728 -2.871 -0.969
11 H -1.338 0.469 0.997
12 H -3.198 -0.989 -0.093
13 H -2.721 -2.486 -0.913
14 H -2.780 -2.407 0.849
15 H 2.637 2.471 -0.575
16 H 1.100 2.065 -1.355
17 H 1.355 3.683 -0.685
18 H -0.072 2.314 0.859
19 H 1.489 2.758 1.611
20 H -0.458 -3.064 -1.011

***

Record 2
This record from the OMol25 dataset describes an isolated molecule of C9H10. The level of theory is the ωB97M-V functional and the def2-TZVPD basis.

Summary:
spin multiplicity: 3
ΔE to the lowest compared entry with this formula, charge and spin: 281.3 kJ/mol
net charge: 0
HOMO energy (alpha / beta): -0.239 / -0.347 Eh
expectation value of S²: 2.007

Element x y z (Å)
1 C -2.855 -0.414 0.144
2 C -1.524 -1.933 0.552
3 C -0.334 0.969 0.814
4 C -1.153 0.246 1.949
5 C -0.392 0.228 -0.604
6 C -1.954 -0.745 1.256
7 C -1.542 -0.744 -0.325
8 C 2.237 -0.005 -1.357
9 C 0.819 -0.584 -1.069
10 H -0.641 1.886 0.591
11 H 0.739 1.082 0.898
12 H -0.443 -0.016 2.658
13 H -1.730 0.940 2.403
14 H -0.726 0.947 -1.218
15 H 2.442 0.708 -0.628
16 H 2.211 0.599 -2.254
17 H 3.042 -0.695 -1.383
18 H 1.110 -1.401 -0.341
19 H 0.694 -1.067 -2.086

***

Record 3
This record from the OMol25 dataset describes a cluster of 3 separate species, C3H11N3O3 in total. The level of theory is the ωB97M-V functional and the def2-TZVPD basis.

Summary:
spin multiplicity: 1
ΔE to the lowest compared entry with this formula, charge and spin: 360.6 kJ/mol
net charge: 0
HOMO energy: -0.256 Eh

Element x y z (Å)
1 C -2.300 0.409 0.142
2 C -0.623 -0.946 -0.763
3 O -1.850 1.498 0.583
4 O -3.118 0.408 -0.935
5 H -2.979 1.243 -1.408
6 H -0.519 1.863 0.017
7 H -2.512 -0.432 0.800
8 H -0.001 -1.711 -0.290
9 H -0.170 -0.546 -1.674
10 H -1.521 -1.475 -1.083
11 N 2.062 0.137 -0.253
12 C 0.957 0.690 0.328
13 N 2.569 -1.041 0.323
14 N 0.723 0.455 1.641
15 O 0.495 1.761 -0.261
16 H 2.060 0.214 -1.263
17 H 3.578 -0.978 0.381
18 H 2.288 -1.856 -0.213
19 H -0.190 0.748 1.957
20 H 1.049 -0.441 1.974

***

Record 4
This record from the OMol25 dataset describes a structure of composition C24H17F3NO3PRhS2. The level of theory is the ωB97M-V functional and the def2-TZVPD basis.

Summary:
spin multiplicity: 1
ΔE to the lowest compared entry with this formula, charge and spin: 20.3 kJ/mol
net charge: +1
HOMO energy: -0.433 Eh

Element x y z (Å)
1 Rh 0.819 -0.450 1.638
2 O 4.003 -2.748 1.442
3 S 2.843 -2.066 1.006
4 O 2.830 -0.572 1.195
5 O 1.533 -2.502 1.585
6 C 2.617 -2.268 -0.733
7 C 3.375 -3.202 -1.412
8 C 3.135 -3.416 -2.764
9 C 2.136 -2.710 -3.414
10 C 1.370 -1.780 -2.722
11 C 1.612 -1.539 -1.375
12 P 0.596 -0.283 -0.551
13 C 1.128 1.330 -1.117
14 C 2.233 1.467 -1.953
15 C 2.638 2.733 -2.352
16 C 1.946 3.852 -1.918
17 C 0.849 3.718 -1.075
18 C 0.442 2.462 -0.668
19 C -1.089 -0.621 -1.067
20 C -1.622 -1.861 -0.703
21 C -2.908 -2.196 -1.084
22 C -3.666 -1.297 -1.828
23 C -3.135 -0.071 -2.198
24 C -1.844 0.273 -1.822
25 H 4.141 -3.751 -0.882
26 H 3.726 -4.143 -3.304
27 H 1.945 -2.883 -4.465
28 H 0.585 -1.239 -3.238
29 H 2.781 0.597 -2.286
30 H 3.498 2.841 -2.998
31 H 2.268 4.837 -2.228
32 H 0.320 4.595 -0.726
33 H -0.395 2.361 0.013
34 H -1.021 -2.567 -0.135
35 H -3.320 -3.158 -0.811
36 H -4.671 -1.562 -2.128
37 H -3.722 0.619 -2.788
38 H -1.429 1.223 -2.126
39 F -1.143 3.867 3.877
40 C -1.393 2.863 4.732
41 F -0.308 2.711 5.501
42 F -2.409 3.236 5.515
43 C -1.712 1.592 3.987
44 C -2.946 0.971 4.087
45 C -3.215 -0.179 3.352
46 C -2.223 -0.700 2.546
47 N -1.030 -0.113 2.472
48 C -0.763 1.029 3.144
49 S 0.836 1.569 2.676
50 H -3.704 1.397 4.730
51 H -4.177 -0.666 3.410
52 H -2.361 -1.599 1.959

***

Record 5
This record from the OMol25 dataset describes the ion C16H20N2O9P with charge +1. The level of theory is the ωB97M-V functional and the def2-TZVPD basis.

Summary:
spin multiplicity: 1
ΔE to the lowest compared entry with this formula, charge and spin: 1.2 kJ/mol
net charge: +1
HOMO energy: -0.487 Eh
structure (SMILES): O=C(OCP(=O)(O)O)c1cc(O)[n+](-c2ccncc2)c(COCOCCO)c1

Element x y z (Å)
1 O -2.599 1.062 -1.800
2 C -2.185 -0.065 -1.719
3 O -2.768 -1.173 -2.180
4 C -3.868 -1.007 -3.103
5 P -5.438 -1.478 -2.276
6 O -5.504 -2.928 -2.121
7 O -5.489 -0.658 -0.912
8 O -6.579 -0.819 -3.148
9 C -0.887 -0.394 -1.029
10 C -0.804 -1.427 -0.116
11 C 0.397 -1.666 0.501
12 O 0.543 -2.680 1.354
13 N 1.488 -0.911 0.215
14 C 2.748 -1.263 0.861
15 C 3.345 -2.465 0.526
16 C 4.542 -2.778 1.153
17 N 5.133 -1.978 2.038
18 C 4.543 -0.829 2.332
19 C 3.332 -0.416 1.776
20 C 1.418 0.118 -0.672
21 C 2.652 0.929 -0.985
22 O 3.008 1.797 0.057
23 C 2.071 2.786 0.374
24 O 1.256 2.301 1.409
25 C -0.085 2.781 1.372
26 C -0.761 2.431 2.693
27 O -2.114 2.050 2.528
28 C 0.235 0.382 -1.295
29 H -3.850 -0.013 -3.544
30 H -3.716 -1.752 -3.880
31 H -4.924 -1.094 -0.262
32 H -6.300 -0.025 -3.619
33 H -1.648 -2.063 0.102
34 H 0.567 -2.392 2.278
35 H 2.912 -3.141 -0.197
36 H 5.033 -3.715 0.928
37 H 5.042 -0.184 3.043
38 H 2.880 0.521 2.065
39 H 3.498 0.262 -1.146
40 H 2.468 1.477 -1.911
41 H 2.639 3.657 0.697
42 H 1.453 3.050 -0.493
43 H -0.633 2.298 0.552
44 H -0.098 3.859 1.202
45 H -0.181 1.648 3.189
46 H -0.770 3.292 3.357
47 H -2.179 1.418 1.807
48 H 0.179 1.194 -2.006

***

Record 6
This record from the OMol25 dataset describes a cluster of 9 separate species, C17H53N12O10 in total. The level of theory is the ωB97M-V functional and the def2-TZVPD basis.

Summary:
spin multiplicity: 1
ΔE to the lowest compared entry with this formula, charge and spin: 0.0 kJ/mol
net charge: -1
HOMO energy: -0.139 Eh

Element x y z (Å)
1 C -2.161 -0.074 -0.362
2 C -1.093 -1.070 0.065
3 O -1.340 -1.590 1.323
4 H -2.130 0.881 0.169
5 H -3.108 -0.592 -0.227
6 H -2.024 0.260 -1.408
7 H -0.060 -0.651 -0.001
8 H -1.143 -1.944 -0.628
9 C 0.706 2.689 0.129
10 C 2.131 2.170 -0.007
11 C 2.834 2.913 -1.147
12 O 4.210 2.653 -1.372
13 C 5.090 3.612 -0.800
14 N 2.892 2.241 1.253
15 H 0.210 2.521 -0.831
16 H 0.647 3.745 0.393
17 H 0.168 2.097 0.870
18 H 2.098 1.100 -0.233
19 H 2.699 3.988 -0.962
20 H 2.279 2.702 -2.063
21 H 6.088 3.213 -0.982
22 H 4.937 3.719 0.273
23 H 5.029 4.546 -1.365
24 H 3.873 2.077 1.016
25 H 3.027 3.198 1.588
26 C 2.579 2.942 -6.413
27 C 1.786 1.728 -5.940
28 C 1.566 1.552 -4.462
29 O 1.079 0.258 -4.213
30 C 1.220 -0.131 -2.853
31 N 0.570 1.581 -6.766
32 H 3.453 3.052 -5.762
33 H 2.065 3.898 -6.288
34 H 2.929 2.844 -7.439
35 H 2.439 0.893 -6.240
36 H 0.957 2.333 -3.981
37 H 2.546 1.683 -3.979
38 H 1.221 -1.217 -2.754
39 H 0.344 0.315 -2.373
40 H 2.103 0.115 -2.250
41 H 0.842 1.733 -7.730
42 H 0.259 0.615 -6.735
43 C 2.804 -3.424 0.253
44 C 1.752 -4.418 0.801
45 O 0.713 -3.717 1.425
46 O 2.489 -3.021 -1.068
47 H 3.829 -3.811 0.358
48 H 2.818 -2.574 0.949
49 H 2.251 -5.056 1.533
50 H 1.457 -5.027 -0.067
51 H 0.533 -2.942 0.877
52 H 3.230 -2.559 -1.465
53 C -2.805 0.555 4.188
54 O -2.381 -0.358 4.879
55 N -3.004 1.790 4.768
56 N -3.029 0.610 2.829
57 H -2.930 1.872 5.764
58 H -3.529 2.502 4.292
59 H -3.334 1.496 2.462
60 H -2.581 -0.116 2.248
61 C -2.858 3.933 0.306
62 O -2.634 3.365 1.370
63 N -2.821 3.281 -0.892
64 N -3.301 5.212 0.248
65 H -3.236 3.645 -1.724
66 H -2.523 2.330 -0.775
67 H -3.621 5.603 1.118
68 H -3.433 5.809 -0.545
69 C -2.000 -5.624 1.953
70 O -1.885 -4.965 2.962
71 N -1.298 -5.337 0.811
72 N -2.624 -6.846 1.947
73 H -0.730 -4.504 0.819
74 H -1.685 -5.687 -0.047
75 H -3.137 -7.075 2.779
76 H -2.657 -7.497 1.187
77 C -4.385 -2.993 2.897
78 O -3.706 -2.871 3.884
79 N -3.884 -2.733 1.639
80 N -5.632 -3.581 2.860
81 H -4.438 -2.976 0.844
82 H -2.898 -2.466 1.644
83 H -6.164 -3.612 2.009
84 H -6.180 -3.701 3.691
85 C 1.692 -0.522 3.457
86 O 1.131 -1.436 4.033
87 N 1.264 -0.042 2.256
88 N 2.850 0.061 3.910
89 H 0.496 -0.557 1.829
90 H 1.750 0.663 1.728
91 H 3.285 -0.198 4.772
92 H 3.160 0.923 3.494

***

Record 7
This record from the OMol25 dataset describes a cluster of 2 separate species, CF3I2P in total. The level of theory is the ωB97M-V functional and the def2-TZVPD basis.

Summary:
spin multiplicity: 3
ΔE to the lowest compared entry with this formula, charge and spin: 91.1 kJ/mol
net charge: 0
HOMO energy (alpha / beta): -0.288 / -0.362 Eh
expectation value of S²: 2.006

Element x y z (Å)
1 C -0.171 0.791 0.935
2 F -0.975 0.345 1.859
3 F 1.097 0.705 1.210
4 F -0.408 2.083 0.656
5 P -0.718 -0.889 -1.352
6 I 0.917 -0.087 -2.869
7 I 0.258 -2.949 -0.440

***

Strongest force on any atom readings, ordered: 3.11 4.72 1.18 1.37 0.63 2.02 1.96 eV Å⁻¹